39
Properties=species:S:1:pos:R:3:forces:R:3 method="wB97M-V/def2-TZVPD" relative_energy_kj_mol=97.5 spin_multiplicity=2 largest_force_ev_per_a=0.45 s2=0.76 e_tot_ev=-92613.9416 total_charge=-1 gap_ha="0.2685 / 0.2452"
H 0.712720 -1.217195 -0.302551 0.0 -0.1 0.0
H 3.185860 -1.052224 1.025418 -0.1 0.1 -0.1
C 0.361701 -2.301951 -3.414180 0.0 0.0 0.0
H -2.724041 -0.193172 -1.742540 0.0 -0.1 0.0
C 0.682241 2.857833 2.738780 0.1 -0.2 0.1
O 2.804483 -0.522877 1.731177 0.1 -0.1 0.1
H 0.137681 -0.775390 3.667880 0.0 0.1 0.0
H -1.286531 2.250827 2.234697 0.0 0.0 0.0
H -0.939065 -1.099541 1.174835 0.0 0.0 0.0
H -2.279638 -1.862774 -1.374799 0.0 0.0 0.0
H 1.409714 -2.193665 -3.699432 0.0 0.0 0.0
H -0.219273 -2.506570 -4.316181 0.0 0.0 0.0
C 0.800271 -0.230683 2.980783 0.0 0.0 0.0
N -0.033238 0.571110 2.065868 0.0 0.1 -0.2
H -1.918015 -0.347974 2.453692 0.0 0.0 0.0
C -0.239377 0.784707 -3.820534 0.0 0.0 0.0
C -1.959204 0.667887 0.554022 0.1 0.0 0.0
H -2.672531 -1.407649 -3.033721 0.0 0.0 0.0
H 0.276388 -3.167618 -2.753465 0.0 0.0 0.0
O -1.195805 1.400835 -0.203017 -0.2 0.0 0.3
C -2.188978 -1.064973 -2.115541 0.0 0.0 -0.1
H 1.176392 -1.810790 1.575204 0.0 0.0 -0.1
O -3.167785 0.596652 0.445940 -0.1 0.0 0.0
H 2.087074 -1.917021 3.084639 0.0 0.0 0.0
Ge -0.309530 -0.669614 -2.515633 0.0 0.0 0.0
H -0.678360 1.688155 -3.398000 0.0 0.0 0.0
O 0.826030 3.597894 3.702336 0.0 0.0 0.0
C 1.724620 -1.223040 2.315189 0.0 0.0 0.0
H 0.792566 1.011236 -4.089249 0.0 0.0 0.0
C -1.231965 -0.148065 1.624551 0.0 0.0 0.0
C 0.850309 -0.361479 -0.974323 -0.1 0.1 0.0
H -0.788810 0.506270 -4.722671 0.0 0.0 0.0
S 1.764311 2.469239 -1.458515 0.2 -0.1 0.1
C -0.440146 1.812413 2.766407 -0.1 0.0 0.0
H -0.752287 1.596392 3.792084 0.0 0.0 0.0
Ir 0.785908 1.402353 0.130353 0.4 0.0 0.0
H 1.870599 -0.436882 -1.366966 0.0 -0.1 0.0
H 1.402874 0.456751 3.576247 0.0 0.0 -0.1
O 1.372842 2.840582 1.661202 -0.4 0.2 -0.1

92
Properties=species:S:1:pos:R:3:forces:R:3 method="wB97M-V/def2-TZVPD" largest_force_ev_per_a=2.60 e_tot_ev=-67646.9357 total_charge=0 gap_ha=0.3449
H 1.513726 -5.926340 1.301613 0.0 -0.1 0.0
C 3.077750 3.331540 -2.748984 0.0 0.0 0.1
H -0.509099 -5.453921 5.813039 0.0 0.0 0.0
C 1.370744 3.502725 4.139326 -0.2 -0.3 0.0
N -0.160453 4.570501 -4.629033 0.0 0.0 0.1
H -1.321345 -2.837977 0.605063 0.0 -0.1 0.0
H -2.472482 1.088002 4.454390 0.0 -0.1 0.0
C 0.845424 -5.407364 4.134904 0.0 0.0 0.0
H -1.374109 2.472666 4.228539 0.1 0.0 0.1
C 0.818510 -5.436079 -0.501469 0.0 0.0 0.1
H -1.677248 1.679061 -2.491626 0.0 0.0 0.1
O -2.836192 0.942617 -4.444696 0.0 0.0 0.0
O -3.236791 -1.510332 2.679018 0.0 0.0 0.0
S 0.343981 1.034028 2.354355 -0.1 -0.1 -0.4
H 3.526665 6.399845 -3.632227 -0.1 0.0 0.0
H -0.294096 0.095298 -1.169485 0.1 -0.1 0.0
H 1.525356 -2.717591 5.785014 0.0 0.0 0.0
H 4.091684 4.068146 -4.285716 0.0 0.0 0.0
N -3.322565 -3.717506 2.288951 0.0 -0.1 0.1
H -1.847202 -4.913217 1.390687 0.0 0.0 0.0
C -2.841078 -5.005987 1.818862 -0.1 0.1 0.1
N -1.237159 0.858434 -2.874842 0.1 -0.1 0.0
H -1.246429 -4.910736 4.298410 0.0 0.0 0.0
H 1.768290 4.446301 -1.440514 0.0 0.0 0.0
C 1.249898 3.445635 2.640782 0.0 0.3 0.1
C -1.850400 0.382719 -3.982327 0.0 0.0 0.0
H 0.462265 3.953074 4.533119 0.0 0.1 0.1
H 2.233068 4.097727 4.421572 0.1 0.1 0.0
H 5.045916 5.885047 -2.868688 0.0 0.0 0.1
H 0.651495 4.268672 -4.111256 0.0 -0.1 -0.1
H 3.118269 -7.547452 0.296043 0.0 0.0 0.0
H 3.857465 -5.951502 0.437547 0.0 0.0 0.0
H -1.669444 3.603678 -3.562367 -0.2 0.0 0.0
C -0.053307 0.350274 -2.197622 -0.2 0.2 0.0
O 0.179953 2.663843 2.175331 0.0 0.0 0.2
H -2.142504 4.126036 -5.181988 0.0 0.0 0.0
O -2.679671 3.648641 2.470275 -0.3 -0.3 0.3
H -0.233316 -0.682477 -4.935959 0.0 0.0 0.0
C -2.856266 2.284709 2.712099 -0.1 -0.8 0.4
H -2.804207 -5.719942 2.644717 0.0 0.0 0.0
H -3.501572 -5.409742 1.050065 0.0 0.0 0.0
H 0.792294 -2.186355 4.265567 0.0 0.1 -0.1
H -2.019351 6.437697 -5.454050 0.0 0.0 0.0
O 0.090939 0.519566 1.031098 0.3 0.0 0.1
C -1.263586 -0.854988 -4.622481 -0.1 0.0 0.0
O -0.234773 -4.995923 -0.052456 0.1 0.0 -0.1
H -0.624943 -3.136142 2.188705 0.1 -0.1 0.0
H 2.006802 2.741221 -1.008359 0.0 0.0 0.0
H -3.121542 1.625190 1.892546 0.2 0.1 -0.2
H -4.708005 3.551815 2.671974 -0.6 -0.8 0.2
F 2.424626 2.963745 2.095126 0.1 0.0 0.0
H 0.254209 -4.977911 -2.487592 0.0 0.0 0.0
H -1.080782 2.727906 -4.978938 -0.1 0.0 0.0
H 1.997629 -4.828243 -2.201381 0.0 0.0 0.0
C 2.497138 3.635624 -1.381327 0.0 -0.1 -0.1
N 3.735093 4.332515 -3.380542 0.1 0.0 0.0
H 1.081025 4.436259 2.224915 0.0 0.0 -0.1
C -1.305115 -2.487348 1.635970 -0.2 0.2 0.1
H -1.277679 -1.697009 -3.929681 0.0 0.0 0.0
C -3.880597 3.170821 3.247610 1.3 2.1 -0.8
C -1.142747 6.276698 -6.082064 0.1 0.0 0.0
O 1.073492 6.361350 -5.182500 0.1 0.0 0.0
H 0.322301 -0.529880 -2.708327 0.0 0.0 0.0
H 0.728129 1.110796 -2.203602 0.1 -0.1 0.0
H 3.189806 -6.479096 -1.109620 0.0 0.0 0.0
C -1.909561 1.667132 3.728412 -0.4 0.1 -0.3
N 1.420171 -4.189470 4.287830 0.0 0.0 0.0
C 1.107851 -5.419811 -1.983688 0.0 0.0 0.0
C 0.882022 -3.021922 4.957227 0.1 0.0 0.0
O 1.425338 -6.304077 3.535971 0.0 0.1 -0.2
O 2.955297 2.233970 -3.276348 -0.1 0.0 0.1
C 0.017997 5.749321 -5.268653 -0.1 0.0 0.0
C -0.526931 -5.606139 4.733342 0.0 -0.1 0.0
C 3.973700 5.692053 -2.933326 0.0 -0.1 -0.2
H 1.263317 -6.429858 -2.363955 0.0 0.0 0.0
C 3.047318 -6.510162 -0.033654 0.0 0.0 0.0
H -1.866915 -1.097193 -5.491663 0.0 0.0 0.0
N 1.761573 -5.948761 0.319041 -0.1 0.1 0.1
H -1.413179 5.579984 -6.875916 0.0 0.0 0.0
H -0.949631 -1.462197 1.662595 0.0 -0.1 0.0
H 2.335363 -4.116631 3.870909 0.0 0.0 0.0
H -0.839296 -6.623732 4.521550 0.0 0.0 0.0
H -0.840160 7.221190 -6.522674 0.0 0.0 0.0
C -1.332662 3.711367 -4.592755 0.4 0.1 0.1
H 3.534349 5.847059 -1.953515 0.0 0.0 0.0
C -2.688544 -2.515468 2.243760 0.0 0.0 -0.1
H -0.105376 -3.238356 5.351568 0.0 0.0 0.0
H 3.279807 3.923965 -0.679200 0.0 0.0 0.0
H -3.793806 3.535920 4.262164 -0.2 -0.3 0.2
O -1.006824 0.720293 3.155275 0.1 0.1 0.2
H -4.241857 -3.670283 2.699459 0.0 0.0 0.0
H 1.462757 2.502440 4.560727 0.1 -0.1 0.0

59
Properties=species:S:1:pos:R:3:forces:R:3 method="wB97M-V/def2-TZVPD" relative_energy_kj_mol=55.3 largest_force_ev_per_a=2.58 e_tot_ev=-109597.1753 total_charge=+2 gap_ha=0.3254
H 1.003090 4.352349 -1.994346 0.2 0.0 -0.1
H -0.723109 5.097195 -0.728765 0.0 0.1 0.1
C -3.472071 -0.121576 0.139611 0.0 -0.2 0.9
O 0.013683 2.093233 0.001554 0.3 0.2 0.2
C -1.480306 -2.151753 -2.203628 2.4 -0.1 -0.9
C 1.263275 0.325924 -2.741334 -1.2 1.5 -0.1
N 1.004519 3.459575 -1.535575 -0.2 -0.1 0.4
C -0.140493 1.074995 3.710397 -1.1 0.6 0.2
C 2.983936 -0.154570 1.366051 -0.1 -0.8 0.1
H 3.298183 -1.068322 -0.411626 0.1 -0.5 0.1
H -0.501001 -1.932626 -2.658940 0.0 0.3 0.7
H -4.928031 1.318087 -0.559800 0.0 0.1 0.1
H -2.097426 -1.964556 -3.081979 -1.0 -0.4 0.6
H -3.424578 -0.807553 0.992962 0.3 0.4 0.3
H -1.413396 4.059482 0.471897 0.0 0.1 0.1
H -3.502087 -0.557279 -1.958737 0.1 -0.5 -0.3
H 3.082081 0.683764 -3.502158 0.2 0.3 0.1
O 1.751386 -0.290383 1.339656 0.1 0.6 -0.1
N 1.809264 -3.908952 0.685833 0.2 0.4 -0.6
N 3.601161 0.435303 2.407059 -0.3 -0.3 -0.8
N 3.767710 -0.691972 0.390129 -0.2 0.9 0.6
H 1.388387 -3.521038 1.516940 0.0 -0.1 0.1
H -5.632301 -0.234802 -0.189864 0.2 -0.1 -0.1
N 2.524600 0.893371 -2.681515 0.2 -1.1 -0.2
H -5.211845 0.766657 1.124733 0.4 0.2 0.1
C 1.467656 -3.308588 -0.479899 -0.7 -0.6 1.0
H 2.990830 0.774030 3.131472 0.3 0.1 0.2
Br -1.158570 -2.341873 2.279322 0.1 0.3 -0.3
H 1.166536 2.611548 3.256458 -0.3 0.1 -0.2
N 0.679299 0.314176 -3.968968 0.5 -0.4 0.4
H 4.584625 0.625643 2.342933 0.0 0.2 0.5
H 2.410282 -4.752486 -1.512688 -0.1 -0.1 -0.5
N 1.764128 -3.989890 -1.623179 0.3 0.3 0.7
H 1.605201 2.724852 -1.867559 0.1 0.0 -0.1
H 0.793511 2.418337 4.931088 0.2 0.1 0.0
C -3.126000 -1.023120 -1.045836 -0.9 0.7 1.5
O 0.824648 -2.251275 -0.452000 0.1 0.4 -0.7
H 1.661681 -3.551319 -2.518935 0.0 0.0 0.0
C -4.864346 0.475241 0.134217 -0.7 -0.4 -0.7
N 0.743291 2.072475 3.988535 0.3 -0.5 0.3
C 0.120004 3.201466 -0.544250 -0.4 0.3 -0.5
H 2.332752 -4.764640 0.710800 -0.1 -0.1 0.2
H -3.639921 -1.918307 -0.688224 -0.1 -0.4 -1.2
H -2.435677 1.507528 -0.523301 0.2 -0.4 -0.2
N -0.701272 4.236831 -0.212468 0.2 -0.5 0.1
O -0.538674 0.866474 2.555946 0.3 -0.2 -0.4
H -2.783725 1.625042 0.967240 0.3 -0.5 0.6
H -1.252410 -0.364386 4.673647 0.0 0.0 -0.5
H 4.736303 -0.840408 0.609821 0.1 -0.2 -0.5
H 3.010596 0.669010 -1.821384 0.0 0.1 0.0
H 1.198380 0.419880 -4.822883 -0.1 0.1 -0.1
N -0.692733 0.467616 4.780746 0.3 -0.2 0.2
H -1.330375 -3.167116 -1.845689 -0.9 -0.2 -0.1
H -0.286750 0.043760 -4.000283 0.0 -0.1 -0.2
Y -0.385703 -0.278473 0.498084 1.7 -0.3 0.8
O -1.713835 -1.272061 -1.110641 -1.4 0.3 -0.8
O 0.591587 0.113488 -1.732499 0.5 -0.3 0.0
H -0.291189 0.584802 5.695977 0.1 0.1 0.0
N -2.444763 0.917170 0.315829 -0.6 0.8 -0.6